Record 1
{
  "formula": "C17H57N11O28",
  "method": "wB97M-V/def2-TZVPD",
  "species": ["C", "O", "H", "H", "H", "H", "C", "O", "H", "H", "H", "H", "C", "O", "H", "H", "H", "H", "C", "O", "H", "H", "H", "H", "C", "O", "H", "H", "H", "H", "C", "O", "H", "H", "H", "H", "C", "N", "O", "O", "H", "H", "H", "C", "N", "O", "O", "H", "H", "H", "C", "N", "O", "O", "H", "H", "H", "C", "N", "O", "O", "H", "H", "H", "C", "N", "O", "O", "H", "H", "H", "C", "N", "O", "O", "H", "H", "H", "C", "N", "O", "O", "H", "H", "H", "C", "N", "O", "O", "H", "H", "H", "C", "N", "O", "O", "H", "H", "H", "C", "N", "O", "O", "H", "H", "H", "C", "N", "O", "O", "H", "H", "H"],
  "positions_angstrom": [[-1.06007, 2.66806, -5.85752], [-2.37607, 2.43783, -5.43741], [-1.14631, 3.53917, -6.50699], [-0.41120, 2.93467, -5.02326], [-0.60980, 1.81310, -6.36189], [-2.58573, 3.06914, -4.74524], [3.96048, -3.64538, 1.87782], [3.12881, -3.05908, 2.88089], [4.72796, -4.28807, 2.30914], [3.33504, -4.15477, 1.14471], [4.47322, -2.90443, 1.26448], [3.29740, -2.11407, 2.89201], [1.41917, -1.37012, 6.31326], [1.15799, -0.83178, 5.05989], [2.13264, -2.11056, 5.95158], [1.80580, -0.70081, 7.08178], [0.52683, -1.92250, 6.60773], [0.25584, -0.52370, 4.94673], [0.64818, 4.70005, -0.72558], [-0.51565, 5.31482, -1.35372], [0.70782, 4.92466, 0.33936], [0.57541, 3.61405, -0.78388], [1.55616, 5.17087, -1.10242], [-0.20564, 6.14774, -1.71667], [-3.73001, 4.70476, -2.02165], [-2.76080, 3.88693, -1.50311], [-4.05925, 5.50694, -1.36119], [-3.36338, 5.13234, -2.95484], [-4.61570, 4.13451, -2.30181], [-1.99522, 4.46349, -1.44756], [3.19297, -3.28986, -2.67776], [2.35269, -2.91734, -1.54051], [3.47410, -2.40580, -3.25005], [4.12840, -3.53101, -2.17288], [2.79465, -4.15571, -3.20668], [2.36637, -3.59957, -0.86525], [-1.70483, 3.11892, 2.00340], [-2.24138, 4.02316, 3.06619], [-3.12146, 3.64818, 3.78280], [-1.82262, 5.17677, 3.08671], [-0.79360, 3.51581, 1.55593], [-2.54450, 3.07506, 1.30976], [-1.51696, 2.13456, 2.43217], [5.14658, 1.13497, 3.30360], [6.58156, 1.00704, 3.77910], [6.71955, 0.51423, 4.94398], [7.51079, 1.19160, 3.05502], [4.92578, 0.26090, 2.69092], [5.09305, 2.05471, 2.72111], [4.51404, 1.28340, 4.17879], [5.03808, -0.22522, -1.44760], [4.17598, 0.46561, -2.43016], [3.01337, 0.65329, -2.16886], [4.69847, 0.75651, -3.53234], [4.98996, 0.28788, -0.48713], [6.07002, -0.38428, -1.76045], [4.64551, -1.23278, -1.31046], [-0.32018, -4.90321, 1.71852], [-0.62130, -3.46786, 2.03993], [-1.73222, -3.06242, 1.68868], [0.27514, -2.90962, 2.69101], [-0.32181, -5.38922, 2.69416], [0.62663, -5.05507, 1.20028], [-1.15015, -5.34125, 1.16411], [-1.47788, -5.16354, -2.39702], [-1.64990, -3.71433, -2.69133], [-1.66363, -2.87075, -1.80881], [-1.59052, -3.40908, -3.86870], [-0.75281, -5.16291, -1.58315], [-1.12920, -5.66640, -3.29905], [-2.45520, -5.48457, -2.03661], [-3.64577, -0.43517, -2.40845], [-3.64605, -0.75381, -1.02184], [-2.78949, -0.23180, -0.33563], [-4.56904, -1.49613, -0.64859], [-4.46924, -0.98855, -2.85986], [-2.72276, -0.74783, -2.89673], [-3.64206, 0.65397, -2.45144], [-3.64186, -2.07576, 3.75875], [-2.55813, -2.43684, 4.73119], [-2.26786, -3.62873, 4.66967], [-2.04108, -1.51710, 5.33780], [-3.52269, -2.80708, 2.95933], [-3.43619, -1.04316, 3.47673], [-4.62169, -2.23734, 4.20810], [1.69293, 4.20467, 3.99918], [1.43399, 5.48660, 4.71125], [2.41106, 6.20773, 4.87190], [0.26739, 5.70696, 5.06582], [2.76348, 4.05745, 3.85652], [1.24720, 4.54091, 3.06304], [1.25745, 3.31518, 4.45443], [0.72528, -3.49437, -6.67967], [-0.30820, -2.89673, -7.49899], [-1.48492, -3.32866, -7.42340], [0.02670, -1.87784, -8.07576], [0.91313, -2.81676, -5.84681], [1.67984, -3.41763, -7.20026], [0.50332, -4.51351, -6.36313], [-4.96163, 2.02103, 0.07346], [-6.07073, 2.10581, -0.84843], [-6.55647, 1.11307, -1.44470], [-6.46275, 3.22736, -1.07358], [-4.01049, 2.01739, -0.45889], [-4.94185, 1.02957, 0.52591], [-4.96102, 2.83231, 0.80143], [0.19088, -0.59364, -0.93214], [1.11683, -0.27207, 0.17588], [1.00486, 0.81355, 0.61806], [1.92340, -1.11187, 0.61643], [0.85585, -0.89913, -1.73997], [-0.38100, 0.26475, -1.28459], [-0.29801, -1.47548, -0.51808]],
  "forces_ev_per_a": [[0.2, 1.1, 0.0], [-0.7, -1.0, 0.5], [0.8, 0.0, -0.5], [0.2, 0.0, 0.1], [-0.4, 0.0, -0.1], [0.0, 0.0, 0.0], [-0.3, 0.8, 0.0], [0.7, -0.4, -0.4], [-0.2, -0.2, 0.0], [-0.1, -0.6, 0.2], [0.2, 0.3, 0.1], [-0.3, 0.0, 0.0], [-0.2, -1.7, -0.8], [-0.2, 1.9, -1.5], [0.6, -0.3, 1.3], [-0.1, 0.1, -0.1], [0.1, 0.0, 0.7], [-0.1, -0.1, 0.3], [-0.5, 0.7, 0.4], [1.2, -0.3, 0.5], [-0.5, 0.2, 0.2], [0.2, 0.1, -0.6], [0.1, -0.7, -0.5], [-0.3, 0.1, 0.0], [-1.4, 0.6, -1.3], [0.5, -1.1, 0.9], [0.1, 0.1, 0.2], [-0.1, 0.5, -0.2], [0.0, -0.1, 0.2], [0.7, -0.1, 0.3], [0.5, 0.0, 2.6], [-0.3, 0.4, -1.5], [-0.9, -0.1, -0.3], [0.4, -0.7, -0.6], [0.1, 0.3, -0.4], [0.2, -0.1, -0.1], [-0.3, -0.4, 0.2], [1.0, 2.0, -0.4], [-0.7, -1.2, 0.5], [0.2, -0.7, -0.4], [-0.4, 0.2, 0.1], [0.4, -0.1, -0.3], [-0.2, 0.1, 0.0], [0.6, 1.1, 0.1], [-0.3, -2.6, 3.5], [-0.7, 1.5, -2.5], [0.1, 0.7, -1.0], [0.0, 0.1, 0.3], [0.1, -0.2, -0.3], [0.1, -0.6, -0.1], [0.3, -0.8, 0.8], [1.3, 0.3, -2.7], [0.0, 0.0, 0.4], [-0.8, -0.5, 2.1], [-0.1, 0.1, -0.2], [-0.3, 0.7, -0.4], [-0.5, 0.2, 0.1], [-0.7, -0.5, 0.3], [1.1, -0.4, 0.4], [1.7, 0.4, 0.6], [-2.5, -0.2, -1.4], [0.3, 0.0, -0.1], [0.0, 0.5, 0.3], [0.1, 0.4, -0.1], [-0.3, 0.6, 0.8], [1.4, 1.3, -1.2], [-0.5, -1.1, 0.3], [-0.5, -0.2, -0.1], [-0.1, -0.4, -0.1], [-0.3, 0.2, 0.2], [0.2, -0.3, -0.1], [0.2, 0.2, -1.9], [-1.2, -1.4, 1.1], [-0.3, -0.3, 0.6], [1.7, 1.0, 0.3], [0.0, 0.7, -0.1], [0.1, -0.2, 0.4], [-0.5, -0.1, -0.4], [0.1, -0.1, 0.0], [-0.8, -0.2, -1.7], [0.7, 1.0, 1.4], [0.3, -1.2, 0.4], [-0.1, 0.5, 0.0], [-0.4, -0.2, -0.1], [0.2, 0.3, 0.3], [0.1, 0.5, -0.8], [-0.4, 0.0, 1.8], [-1.1, -0.1, -0.1], [2.1, -0.1, -0.6], [-0.2, 0.3, 0.2], [-0.1, -1.1, -0.4], [-0.4, 0.5, 0.0], [1.5, -0.5, 0.6], [-2.8, 0.7, 0.3], [2.6, 0.5, -0.4], [-0.3, -0.6, -0.2], [-0.6, -0.1, 0.3], [-0.3, -0.3, -0.4], [-0.2, 0.3, -0.1], [1.3, -1.5, 1.0], [-1.8, -0.6, -2.3], [1.6, 1.2, 1.7], [-0.2, 0.4, 0.2], [-0.2, 0.5, -0.5], [-0.5, 0.1, 0.3], [-0.4, -0.1, -0.3], [1.2, -1.3, -0.4], [1.1, -2.0, 0.0], [0.0, 3.0, 1.4], [-1.3, 0.8, -0.9], [-0.1, -0.3, 0.0], [-0.1, -0.2, 0.8], [-0.6, 0.3, -0.6]],
  "mulliken_charge": [-0.4934, -0.4899, 0.2826, 0.1895, 0.2081, 0.2966, -0.3612, -0.3898, 0.3657, -0.0238, 0.1410, 0.2408, -0.6123, -0.2634, 0.2052, 0.1999, 0.2727, 0.2262, -0.4612, -0.5258, 0.1669, 0.0958, 0.4111, 0.2688, -0.9459, -0.3002, 0.2958, 0.3420, 0.2891, 0.4181, -0.9081, -0.0311, 0.2883, 0.3849, 0.2447, 0.0795, 0.3352, 0.9933, -0.5992, -0.5445, -0.2555, -0.2461, 0.3031, -0.4296, 0.8388, -0.5137, -0.5274, 0.1331, 0.2204, 0.2790, -0.5439, 0.8803, -0.4756, -0.5413, 0.2306, 0.3189, 0.0978, -0.8934, 0.8891, -0.4974, -0.3830, 0.3340, 0.2108, 0.3444, -0.7470, 0.8749, -0.4253, -0.5092, 0.2082, 0.2860, 0.3139, -0.7969, 0.9300, -0.3404, -0.6036, 0.3704, 0.2788, 0.1568, -0.7618, 1.0096, -0.5411, -0.5901, 0.2515, 0.2921, 0.3386, -0.4150, 0.9338, -0.5594, -0.5044, 0.3098, -0.0231, 0.2609, -0.6921, 0.8661, -0.5121, -0.5091, 0.2511, 0.3318, 0.2653, -0.7028, 0.9592, -0.5653, -0.5430, -0.0602, 0.4270, 0.4306, -0.6993, 1.1075, -0.5490, -0.3992, 0.1729, 0.2723, 0.0852],
  "energy_ev": -92238.0860,
  "lumo_ev": -0.68,
  "largest_force_ev_per_a": 4.379,
  "gap_ev": 9.34
}


Record 2
{
  "formula": "CH11NO3",
  "method": "wB97M-V/def2-TZVPD",
  "species": ["C", "N", "H", "H", "H", "H", "H", "O", "H", "H", "O", "H", "H", "O", "H", "H"],
  "positions_angstrom": [[-0.35713, -1.73959, -0.49820], [-0.59930, -0.79439, 0.64426], [0.00397, -1.23782, -1.39208], [-1.27611, -2.27594, -0.73690], [0.41248, -2.46123, -0.22246], [-1.48142, -0.31116, 0.55849], [-0.52557, -1.43505, 1.42582], [0.27061, 1.93638, -0.32967], [-0.20880, 2.50172, 0.29680], [0.25424, 1.07217, 0.11502], [-1.62254, 0.64065, -1.94215], [-1.94061, 1.33924, -2.52791], [-0.71097, 0.85954, -1.71105], [2.36534, -0.23415, 2.12511], [1.60052, -0.61675, 2.56574], [2.44845, -0.90661, 1.43948]],
  "forces_ev_per_a": [[-0.4, 0.5, 0.2], [1.4, -1.0, -0.9], [-0.1, 0.1, 0.0], [0.1, -0.1, -0.2], [-0.1, 0.0, 0.2], [-0.3, -0.4, 0.2], [-0.7, 0.8, 0.5], [-0.1, 0.2, 0.4], [0.2, -0.1, -0.4], [0.2, -0.2, 0.2], [-0.4, -0.3, -0.3], [0.3, -0.1, 0.2], [-0.2, 0.6, 0.0], [-0.2, -0.7, -0.1], [-0.2, 0.5, 0.5], [0.5, 0.3, -0.4]],
  "mulliken_charge": [-0.8339, -0.5282, 0.2989, 0.3042, 0.3350, 0.2411, 0.2024, -0.6969, 0.3234, 0.3876, -0.6154, 0.2753, 0.3259, -0.6210, 0.3010, 0.3007],
  "energy_ev": -8847.7344,
  "lumo_ev": 0.63,
  "largest_force_ev_per_a": 1.973,
  "gap_ev": 10.54,
  "smiles": "CN.O.O.O"
}


Record 3
{
  "formula": "C2Cl3OS",
  "method": "wB97M-V/def2-TZVPD",
  "species": ["C", "C", "O", "S", "Cl", "Cl", "Cl"],
  "positions_angstrom": [[0.39763, 1.01633, 0.54192], [-0.95959, -0.58625, 0.19982], [-0.11609, 1.99864, 0.89033], [1.85169, 0.38539, 0.32984], [-2.69091, -0.05213, 0.23914], [-0.46478, -1.27327, -1.40708], [-0.66025, -1.85241, 1.34112]],
  "forces_ev_per_a": [[0.6, -0.2, -3.5], [-0.2, -0.9, -1.2], [-2.7, 3.2, 2.6], [2.3, -1.9, 0.5], [0.7, 0.1, -0.3], [-0.7, 0.8, 0.4], [0.0, -1.0, 1.3]],
  "lowdin_spin": [0.4036, 0.4770, 0.1971, 0.5284, 0.1607, 0.0605, 0.1727],
  "energy_ev": -52520.8332,
  "lumo_ev": [3.29, 1.46],
  "largest_force_ev_per_a": 4.959,
  "s_squared": 2.01,
  "gap_ev": [3.17, 5.79],
  "total_charge": -1,
  "spin_multiplicity": 3
}